1.
A structure of composition C35H26Cl3N6OPdS2. Source: the OMol25 dataset; level of theory: ωB97M-V/def2-TZVPD.

Last column: Mulliken charge in e.
Element x y z (Å)
Pd 1.9480 2.1146 -1.3366  -0.07
Cl 2.4462 7.3262 -0.7967  -0.25
Cl 1.7834 3.6550 4.2762  -0.80
Cl 4.8068 6.0941 0.4934  -0.25
S 3.9036 0.7177 -1.9881  -0.41
S 2.9887 2.0909 -4.5216  0.06
O -4.5099 -7.8004 4.6852  -0.47
N 0.6710 0.3479 -1.3516  0.35
N -1.6816 -3.3214 0.9492  -0.15
N -0.8434 -2.7893 2.9337  -0.80
N 1.8443 0.8825 1.0645  0.06
N 5.1265 0.7040 -4.3436  -0.22
N 2.9884 3.7709 -1.7690  -0.43
C 5.2846 1.3757 -5.6243  -0.53
C -4.3078 -8.1092 6.0503  -0.84
C -1.6363 -3.6072 2.2867  0.28
C -1.7222 4.8250 0.1851  -0.82
C -3.3302 -5.4599 2.2043  -0.47
C -3.7835 -6.7751 4.1615  1.01
C -2.3886 -4.7041 2.9039  0.17
C -2.6590 4.5177 -3.4065  -0.46
C 0.9535 -0.1262 1.0080  -0.40
C -2.8528 -6.0278 4.8748  -0.37
C 2.2864 1.2641 2.2424  -0.58
C -0.5377 -1.5133 -0.4403  0.43
C -4.0195 -6.4846 2.8202  -0.73
C -0.5848 3.7043 -1.6737  1.15
C -1.6865 4.4551 -1.1819  1.07
C 0.3908 3.7131 0.5265  0.00
C -0.3467 -1.9315 1.9812  0.77
C 3.4385 5.9276 -0.5517  0.30
C 4.0867 1.1052 -3.5867  0.33
C 0.3648 -0.4326 -0.2952  0.24
C -1.0735 -1.7838 -1.7011  -0.33
C -0.7147 -0.9951 -2.7650  -1.37
C -0.6952 4.4767 1.0137  -1.05
C -2.7162 4.8364 -2.0799  -0.85
C 0.4459 3.2979 -0.7772  -0.44
C 0.1572 0.0665 -2.5392  -0.20
C -1.5460 3.8073 -3.9084  -0.96
C 3.8601 1.6692 -6.0661  -0.57
C 1.9169 0.6392 3.4488  -0.95
C 0.5685 -0.8405 2.1501  0.53
C -0.8500 -2.2418 0.7438  0.07
C -2.1650 -5.0032 4.2420  -0.86
C 3.1709 4.7806 -1.1603  -0.05
C 1.0823 -0.4402 3.3944  -0.77
C -0.5451 3.4192 -3.0630  0.21
H -4.5581 -7.2604 6.6918  0.34
H -2.1960 -3.8269 0.2524  0.18
H 3.3988 0.7932 -6.5223  0.27
H 2.9180 2.1411 2.2748  0.65
H -1.7705 -2.6030 -1.8354  0.37
H -2.6537 -6.2296 5.9170  0.38
H -3.5501 -5.2465 1.1649  0.25
H 2.2773 1.0798 4.3670  0.50
H 0.3321 2.9121 -3.4467  0.32
H -3.5546 5.4028 -1.6885  0.36
H -3.4530 4.8239 -4.0772  0.37
H 0.4449 0.7178 -3.3519  0.28
H -3.2755 -8.4138 6.2413  0.34
H -4.7533 -7.0701 2.2826  0.40
H 1.1736 3.4750 1.2381  0.28
H 3.8082 2.5094 -6.7541  0.38
H 5.8497 2.3055 -5.5022  0.26
H 5.8076 0.7296 -6.3284  0.34
H -1.4403 -4.4134 4.7867  0.47
H -4.9741 -8.9376 6.2744  0.24
H -0.6801 4.7624 2.0585  0.47
H -1.1069 -1.1651 -3.7576  0.44
H 5.9145 0.2982 -3.8637  0.27
H -1.4806 3.5862 -4.9676  0.40
H -2.5651 5.4019 0.5495  0.35
H 0.7694 -0.9697 4.2849  0.52

Calculated values
max |F| = 0.2 eV/A
ΔE to the lowest compared entry with this formula, charge and spin = 32.6 kJ/mol
energy = -4058.06942 Ha
net charge = -1
HOMO-LUMO gap = 0.20923 Eh
highest occupied orbital energy = -0.1496 hartree



2.
The molecule C6H9N. Source: the OMol25 dataset; level of theory: ωB97M-V/def2-TZVPD.

Last column: Mulliken charge in e.
Element x y z (Å)
N -1.1644 -0.6590 0.4819  -0.30
C -2.2601 0.1410 -0.0399  -0.43
C -0.1400 -0.9957 -0.4777  -0.37
C 1.1066 -1.9071 0.3486  -1.00
C 1.5779 -0.7724 0.0655  0.76
C 2.3497 0.4679 -0.1157  -1.05
C -1.2571 0.7308 0.8795  -0.28
H -0.4647 -1.8376 -1.0857  0.42
H -2.2144 0.4510 -1.0853  0.23
H -1.4999 0.9094 1.9242  0.25
H 0.0447 -0.1690 -1.1954  0.38
H -3.2520 -0.1267 0.3158  0.24
H 2.3664 0.7963 -1.1611  0.34
H -0.5507 1.4382 0.4424  0.20
H 3.3802 0.2519 0.1867  0.31
H 1.9776 1.2809 0.5160  0.29

Calculated values
max |F| = 0.6 eV/A
ΔE to the lowest compared entry with this formula, charge and spin = 546.0 kJ/mol
energy = -288.57409 Ha
net charge = 0
HOMO-LUMO gap = 0.38126 Eh
highest occupied orbital energy = -0.3492 hartree



3.
A structure of composition C2H8NO2. Source: the OMol25 dataset; level of theory: ωB97M-V/def2-TZVPD.

Last column: Mulliken charge in e.
Element x y z (Å)
O 0.3906 -1.3332 -0.1354  -0.69
O -1.1892 0.3350 -0.9131  -0.74
N 1.5297 0.8332 0.2560  -0.73
C -1.9808 0.6667 0.1646  -0.56
C 1.4635 -0.6634 0.4074  -0.35
H -0.3838 -0.5426 -0.5306  0.38
H -1.3878 1.1251 1.0059  0.13
H 1.5347 -0.8857 1.4807  0.27
H -2.7637 1.3765 -0.1588  0.21
H 0.9527 1.0883 1.0505  0.28
H -2.3474 -0.2199 0.7069  0.22
H 1.1489 1.0140 -0.6607  0.37
H 2.4177 -1.1001 0.0311  0.21

Calculated values
max |F| = 2.4 eV/A
ΔE to the lowest compared entry with this formula, charge and spin = 70.7 kJ/mol
energy = -286.22034 Ha
net charge = -1
HOMO-LUMO gap = 0.30502 Eh
highest occupied orbital energy = -0.1375 hartree



4.
The molecule C7H19NSi. Source: the OMol25 dataset; level of theory: ωB97M-V/def2-TZVPD.

Last column: Mulliken charge in e.
Element x y z (Å)
Si 0.4961 -0.0087 -0.3727  0.10
N 1.3120 -1.2245 0.5939  -0.16
C 1.1450 -2.6570 0.1507  -0.87
C -1.3798 0.0091 -0.2059  1.76
C -2.1543 1.2993 -0.4993  -1.55
C 1.2389 1.5462 0.3433  -0.55
C -1.6902 -0.4157 1.2248  -1.65
C 2.5751 1.8809 -0.3355  -1.20
C -1.9866 -1.0960 -1.1238  -1.85
H 2.3522 1.9775 -1.4342  0.27
H 1.6176 -2.8460 -0.8167  0.21
H 0.1106 -2.9774 0.1752  0.26
H -3.0666 -0.7506 -1.3356  0.35
H 0.5655 2.2900 0.0247  0.38
H -2.0045 -2.0925 -0.7001  0.35
H 3.3977 1.2585 -0.1098  0.33
H 1.3524 1.7135 1.4232  0.46
H 2.9408 2.8916 0.0819  0.33
H -1.5121 0.5145 1.9387  0.28
H -1.9539 2.0101 0.3434  0.34
H -1.6544 1.7166 -1.4549  0.34
H -1.5169 -1.1271 -2.0305  0.50
H 0.9381 -0.5032 -1.7372  -0.22
H -2.6981 -0.6825 1.5238  0.41
H 1.7857 -1.1871 1.4297  0.24
H -3.2813 1.2310 -0.7388  0.36
H -1.0129 -1.1804 1.5455  0.46
H 1.6871 -3.1813 1.0222  0.33

Calculated values
max |F| = 4.4 eV/A
ΔE to the lowest compared entry with this formula, charge and spin = 215.7 kJ/mol
energy = -622.31681 Ha
net charge = 0
HOMO-LUMO gap = 0.35237 Eh
highest occupied orbital energy = -0.3200 hartree



5.
A structure of composition C38H51Cl3CoN2O3SbSi. Source: the OMol25 dataset; level of theory: ωB97M-V/def2-TZVPD.

Last column: Mulliken charge in e.
Element x y z (Å)
Sb 1.6900 2.1469 -0.6081  1.12
Co -0.9951 -1.3622 1.1231  0.99
Cl 2.0321 -0.1607 -1.4617  -0.62
Cl 0.4033 -2.9872 0.2029  -0.58
Cl -2.4243 -3.8926 0.6859  -0.36
Si -0.5153 -4.3514 1.7296  1.03
O 0.6457 -0.3891 1.9704  -0.61
O -2.2070 0.0158 1.9388  -0.61
O -1.5841 -0.8558 -0.7213  0.74
N -4.1203 0.1837 0.6731  0.37
N 2.8016 -0.2844 2.7657  0.45
C -3.5646 -1.1125 -3.2345  0.27
C -4.4230 -1.2472 0.7036  -1.04
C 5.9987 2.6198 1.7800  -0.55
C 4.4819 1.3266 0.4055  -0.77
C 5.7225 1.4639 1.0456  -0.63
C -0.5406 1.6847 -4.6659  -0.90
C -1.2295 0.4314 -2.7226  -0.46
C 3.0526 2.4988 -3.3522  -0.78
C -0.9508 -3.2855 3.2479  -1.24
C 1.8484 -0.7778 1.9704  -0.08
C 0.5364 3.6641 0.6064  0.32
C 1.6739 4.7711 -4.2048  -0.74
C -1.8540 1.5567 -2.2082  1.09
C -0.4951 0.5120 -3.9026  -0.44
C -0.8931 4.0218 2.5115  -0.92
C -3.0924 0.7051 1.3513  -0.07
C 5.0460 3.6367 1.8799  -0.65
C -1.0321 -6.1259 2.3777  -1.41
C 2.5724 4.1386 -5.0724  -0.57
C 2.6558 0.9235 3.5745  -0.80
C 2.1114 3.0976 -2.5146  1.03
C -1.2825 2.7814 -4.2113  -0.63
C 0.6522 5.0358 0.4050  -0.58
C -2.5042 -1.7558 -2.6923  0.09
C -5.0002 1.0081 -0.1479  -0.76
C 3.2672 3.0027 -4.6413  -0.72
C -1.8651 2.7443 -2.9438  -0.87
C 1.2772 -5.1646 1.6078  -1.27
C -0.8340 5.4045 2.2909  -0.61
C 1.4497 4.2543 -2.9231  -0.30
C 3.5370 2.3450 0.4974  0.99
C -4.7824 -1.8244 -3.7045  -1.61
C 4.0691 -1.0097 2.8598  -0.63
C -2.4214 -3.2337 -2.5392  -1.31
C 3.8070 3.4995 1.2358  -0.31
C -0.2355 3.1405 1.6383  -0.60
C -0.0781 5.9137 1.2288  -0.77
C -1.3705 -0.9567 -2.0678  -0.25
H -5.5051 -1.3808 0.8598  0.48
H 0.7173 4.7460 -2.2764  0.28
H 4.3431 -1.1571 3.9167  0.37
H 1.4116 -6.0138 2.2873  0.34
H -4.8957 2.0522 0.1645  0.32
H 1.7909 1.5080 3.2380  0.10
H -0.4486 -1.5196 -2.2755  0.34
H -3.0781 1.8232 1.3813  0.29
H -4.6107 -2.2164 -4.7168  0.31
H 2.1770 -1.5815 1.2883  0.30
H -1.7154 -3.5026 -1.7403  0.13
H 3.9659 2.4921 -5.3072  0.39
H -1.9285 -3.6587 3.5953  0.34
H -2.3547 3.6167 -2.5028  0.41
H 0.0839 -0.3596 -4.2232  0.41
H -1.3843 3.6893 -4.8064  0.40
H 1.1318 5.6629 -4.5308  0.42
H 2.7376 4.5389 -6.0770  0.36
H -0.3361 2.0593 1.7760  0.67
H -1.4541 3.6198 3.3572  0.49
H 3.5912 1.6040 -3.0348  0.40
H -1.3721 6.0867 2.9522  0.37
H -2.0892 -3.7062 -3.4811  0.32
H 3.0687 4.3005 1.3280  0.29
H 4.8721 -0.4598 2.3437  0.07
H 4.2731 0.4136 -0.1600  0.41
H 3.9208 -1.9651 2.3550  0.21
H -3.3980 -3.6702 -2.2887  0.37
H -0.2139 -3.4729 4.0392  0.36
H 2.5359 0.6740 4.6426  0.34
H -0.0399 6.9883 1.0323  0.40
H 5.2546 4.5427 2.4543  0.40
H -0.0109 1.7591 -5.6187  0.41
H -6.0326 0.6615 -0.0169  0.31
H -0.8834 -6.8743 1.5948  0.35
H -4.1598 -1.7040 -0.2631  0.15
H 1.2941 5.4461 -0.3743  0.58
H 3.5666 1.5280 3.4678  0.31
H 6.4613 0.6607 0.9715  0.52
H -3.5502 -0.0318 -3.3562  0.59
H -2.3409 1.4811 -1.2267  0.06
H -0.3797 -6.4064 3.2168  0.36
H -5.6150 -1.1160 -3.7728  0.39
H -5.0771 -2.6912 -3.0816  0.32
H -4.7396 0.9017 -1.2123  0.19
H -2.0680 -6.1785 2.7235  0.34
H 1.4776 -5.4863 0.5782  0.35
H 2.0540 -4.4565 1.8962  0.25
H 6.9672 2.7181 2.2807  0.36
H -1.0427 -2.1912 3.0842  0.42
H -3.8595 -1.7169 1.5121  0.20

Calculated values
max |F| = 3.2 eV/A
ΔE to the lowest compared entry with this formula, charge and spin = 224.6 kJ/mol
energy = -5106.92417 Ha
net charge = 0
multiplicity = 5
HOMO-LUMO gap (alpha / beta) = 0.28243 / 0.24244 Eh
highest occupied orbital energy (alpha / beta) = -0.2659 / -0.2829 hartree



6.
A structure of composition C18H51CuN3O10P. Source: the OMol25 dataset; level of theory: ωB97M-V/def2-TZVPD.

Last column: Mulliken charge in e.
Element x y z (Å)
Cu 1.6172 1.0868 1.1541  0.47
P 3.9116 1.6901 3.6243  0.42
O 4.9356 1.7381 4.8095  -0.86
O 1.1596 -3.2066 2.9015  -0.48
O -3.3330 -1.2431 3.9274  -0.34
O 3.6236 -1.4964 -0.4465  -0.49
O 2.8429 0.6149 3.8130  -0.57
O -4.1424 -2.8765 -2.9999  -0.38
O -1.7698 5.1923 -2.8210  -0.33
O 5.0047 3.0183 -1.2587  -0.46
O 3.3668 3.0975 3.4596  -0.72
O 4.5512 1.3475 2.2302  -0.61
N -1.0696 -1.4605 -1.0859  -0.46
N -1.7693 1.1174 2.6783  -0.51
N 0.7353 4.2271 -0.4288  -0.43
C 4.1299 2.3511 -3.4373  -0.94
C -3.5753 -0.6175 2.7203  -0.53
C -2.8372 4.3389 -3.3035  -0.71
C -3.3982 -2.2321 -1.9758  -0.71
C 0.4290 6.4776 -1.2037  -1.51
C -4.5190 -4.2374 -2.6606  -0.63
C -3.1882 0.8837 2.8684  0.49
C 1.5294 -4.2121 3.8515  -0.31
C 4.3120 -2.7074 -0.8210  -0.17
C -3.6252 -2.5578 4.1005  -0.78
C -0.1678 5.1298 -1.1637  0.40
C 5.4062 2.3954 -2.4894  -0.29
C -1.2193 -3.7217 -1.8967  -1.52
C 4.1749 -2.6716 -2.3154  -1.10
C -3.9978 1.7843 1.9196  -1.51
C -1.7683 -2.2402 -2.0918  0.58
C -0.5827 4.5221 -2.5213  -0.60
C 1.0555 -5.6723 3.4599  -0.96
H 6.1192 3.0793 -2.9498  0.24
H -3.8916 1.4838 0.8772  0.22
H -0.3471 7.2020 -1.4506  0.39
H 1.0461 -3.8686 4.7661  0.29
H 0.1180 -5.7262 4.0134  0.23
H 1.2330 6.6211 -1.9256  0.34
H -1.5420 -4.4165 -2.6721  0.36
H -4.5613 -0.7713 2.2818  0.35
H 4.7091 2.2861 -0.7128  0.23
H -3.3417 1.2418 3.8864  0.26
H 4.9097 -2.0422 -2.8176  0.28
H -3.8320 -1.2343 -2.0421  0.32
H -2.6094 4.0697 -4.3349  0.29
H 0.9000 4.5593 0.5107  0.25
H -3.8638 4.7045 -3.3271  0.28
H -1.5796 -1.7746 -3.0591  0.17
H -1.4852 -4.0861 -0.9044  0.41
H -3.4312 -3.2898 3.3165  0.28
H 3.1899 -2.3250 -2.6281  0.28
H -0.1426 -3.8341 -2.0246  0.34
H -3.7649 2.8480 1.9682  0.44
H -0.6511 -2.0861 -0.4124  0.27
H -2.8361 -1.0691 2.0586  0.24
H 4.0713 -0.9807 0.2282  0.25
H 4.2366 -3.6842 -2.7140  0.36
H -3.6140 -2.5167 -0.9460  0.34
H -1.5604 -0.8998 -0.4041  0.13
H -3.1468 -2.9275 5.0074  0.24
H 0.8148 -5.9915 2.4458  0.31
H -1.7751 2.1235 2.7668  0.19
H 1.6330 4.3417 -0.8773  0.15
H 0.1744 4.7438 -3.2735  0.26
H 5.3431 -2.8267 -0.4883  0.34
H -1.1460 0.7431 3.3794  0.22
H 1.5657 -2.4188 3.2705  0.26
H 3.8602 3.2990 -3.9030  0.29
H -5.0649 1.7719 2.1413  0.40
H -4.7059 -2.5510 4.2418  0.34
H -0.6974 3.4449 -2.4007  0.37
H 5.7982 1.4001 -2.2803  0.27
H -5.2807 -4.1246 -1.8891  0.30
H -5.1363 -4.5615 -3.4984  0.26
H -1.1195 5.1782 -0.6344  0.19
H -2.9808 3.4721 -2.6585  0.27
H 3.6807 -3.5332 -0.4931  0.16
H 2.6057 -4.1383 4.0072  0.33
H 3.2433 2.0341 -2.8882  0.25
H 4.2492 1.7901 -4.3642  0.37
H -3.6844 -4.9219 -2.5095  0.21
H 0.7397 6.7080 -0.1847  0.39
H 1.7290 -6.4053 3.9039  0.29

Calculated values
max |F| = 3.0 eV/A
ΔE to the lowest compared entry with this formula, charge and spin = 856.9 kJ/mol
energy = -3614.63454 Ha
net charge = -2
HOMO-LUMO gap = 0.08084 Eh
highest occupied orbital energy = 0.0468 hartree